{"formula": "C39H99NO11", "method": "ωB97M-V/def2-TZVPD", "elements": ["C", "C", "C", "C", "C", "C", "N", "O", "C", "C", "C", "H", "H", "H", "H", "H", "H", "H", "H", "H", "H", "H", "H", "H", "H", "H", "H", "H", "H", "H", "C", "C", "C", "O", "H", "H", "H", "H", "H", "H", "H", "H", "C", "C", "C", "O", "H", "H", "H", "H", "H", "H", "H", "H", "C", "C", "C", "O", "H", "H", "H", "H", "H", "H", "H", "H", "C", "C", "C", "O", "H", "H", "H", "H", "H", "H", "H", "H", "C", "C", "C", "O", "H", "H", "H", "H", "H", "H", "H", "H", "C", "C", "C", "O", "H", "H", "H", "H", "H", "H", "H", "H", "C", "C", "C", "O", "H", "H", "H", "H", "H", "H", "H", "H", "C", "C", "C", "O", "H", "H", "H", "H", "H", "H", "H", "H", "C", "C", "C", "O", "H", "H", "H", "H", "H", "H", "H", "H", "C", "C", "C", "O", "H", "H", "H", "H", "H", "H", "H", "H"], "positions_angstrom": [[0.45828, -0.39961, -6.97353], [-0.43694, -1.32290, -6.12863], [-0.03456, -1.07118, -4.62789], [-1.04308, -1.67377, -3.62285], [-2.47107, -1.21689, -3.89602], [-2.88637, -1.39491, -5.38223], [-1.83562, -0.88969, -6.28222], [-2.25734, -0.91311, -7.63940], [-3.23231, -2.92505, -5.58607], [-4.18460, -0.55826, -5.55468], [-0.15617, -2.84482, -6.50167], [0.47601, -0.57790, -8.04871], [1.51331, -0.62894, -6.82380], [0.37762, 0.67348, -6.80016], [0.85148, -1.68748, -4.47551], [0.09755, 0.00067, -4.48028], [-0.79035, -1.24977, -2.65102], [-1.00795, -2.76315, -3.63364], [-2.48389, -0.13824, -3.73963], [-3.23709, -1.70088, -3.29016], [-4.27081, -3.21596, -5.42800], [-3.04043, -3.23526, -6.61323], [-2.61340, -3.53870, -4.93148], [-3.94408, 0.49964, -5.66008], [-4.73927, -0.81282, -6.45781], [-4.94638, -0.60732, -4.77662], [-0.84516, -3.56483, -6.06011], [0.88884, -3.07407, -6.29311], [-0.21591, -2.99396, -7.57976], [-2.35506, -0.00533, -7.93604], [-2.34784, 3.10049, 1.64150], [-1.23931, 3.42761, 2.68461], [-1.56531, 2.73484, 4.01272], [-0.01827, 2.94921, 2.20869], [-2.07220, 3.50897, 0.66925], [-3.28711, 3.53464, 1.98412], [-2.46007, 2.03795, 1.42587], [-1.17072, 4.51226, 2.76779], [-2.52433, 3.10500, 4.37519], [-0.81577, 2.98904, 4.76216], [-1.55154, 1.66503, 3.80434], [0.01530, 2.00201, 2.36126], [0.34023, 0.97809, 0.00354], [0.01502, -0.24118, 0.89234], [1.15926, -1.25279, 0.96229], [-0.29808, 0.24338, 2.15776], [-0.35888, 1.80755, 0.10999], [0.25327, 0.73457, -1.05534], [1.35774, 1.32764, 0.17847], [-0.89801, -0.63258, 0.44369], [0.88331, -2.10111, 1.58865], [2.00815, -0.70313, 1.36892], [1.52309, -1.55828, -0.01873], [-0.23029, -0.46721, 2.79968], [4.00493, 0.55717, 3.34009], [2.87642, 1.55356, 3.11784], [2.70911, 2.45155, 4.27503], [3.16768, 2.29753, 1.93418], [4.88465, 0.97241, 3.83180], [4.40533, -0.04093, 2.52152], [3.76843, -0.08304, 4.18998], [1.95279, 0.97823, 3.05455], [1.68584, 2.82700, 4.28341], [3.29501, 3.36741, 4.19739], [2.85797, 1.96498, 5.23897], [2.61650, 3.08335, 1.91670], [-1.03727, -4.56496, 1.28480], [-2.26792, -4.66332, 0.29897], [-1.76988, -4.98474, -1.11826], [-3.08890, -5.74005, 0.66028], [-0.31605, -5.38033, 1.22909], [-1.28489, -4.39455, 2.33253], [-0.49555, -3.64351, 1.07133], [-2.88361, -3.77693, 0.14620], [-1.18784, -4.13958, -1.48574], [-2.53321, -5.19383, -1.86773], [-1.09100, -5.83742, -1.10521], [-2.78410, -6.55417, 0.25296], [4.78190, 0.39848, -1.01883], [4.52072, 1.55879, -2.06655], [3.27540, 1.27719, -3.02253], [4.19339, 2.84498, -1.50353], [5.74546, 0.64156, -0.57098], [4.82829, -0.60826, -1.43406], [3.95618, 0.39585, -0.30731], [5.48016, 1.77322, -2.53729], [2.86761, 1.99009, -3.73917], [2.41892, 1.10478, -2.37076], [3.47294, 0.37323, -3.59867], [4.81242, 3.05469, -0.80038], [-5.51389, -1.96127, 4.14091], [-4.23089, -1.69816, 3.35332], [-3.67965, -0.24437, 3.41086], [-3.21349, -2.41869, 4.03510], [-5.51896, -1.59869, 5.16882], [-5.67020, -3.03443, 4.25046], [-6.42967, -1.61037, 3.66519], [-4.31978, -2.13255, 2.35758], [-4.25843, 0.49526, 2.85763], [-2.74544, -0.30250, 2.85231], [-3.42801, 0.12467, 4.40514], [-3.53037, -3.30655, 3.85374], [-0.23178, 2.93985, -3.04215], [-1.11575, 3.60847, -4.04869], [-0.86191, 5.11259, -4.05009], [-0.75982, 3.06285, -5.27567], [-0.68631, 3.10853, -2.06591], [0.72812, 3.45259, -3.10372], [-0.13026, 1.86098, -3.15977], [-2.15866, 3.36095, -3.85079], [-1.38454, 5.64175, -4.84692], [0.16885, 5.44051, -4.18464], [-1.25319, 5.57961, -3.14627], [0.17325, 3.22556, -5.43226], [1.57383, 7.34908, 0.99658], [0.91536, 5.95936, 0.96012], [1.12383, 5.28749, -0.39420], [1.44192, 5.27798, 1.99454], [1.04552, 8.16460, 0.50270], [2.59013, 7.29372, 0.60650], [1.69090, 7.73316, 2.00993], [-0.12622, 6.14258, 1.22403], [0.46382, 5.73843, -1.13525], [0.94128, 4.21485, -0.45912], [2.16404, 5.43889, -0.68255], [0.87436, 4.51754, 2.14017], [0.59643, -0.31415, 5.45511], [-0.03999, -1.68733, 5.60568], [-1.04297, -1.75778, 6.67933], [-0.55354, -1.80148, 4.34663], [1.23477, -0.32615, 4.57167], [1.35919, -0.05883, 6.19072], [-0.14221, 0.47393, 5.30867], [0.62964, -2.54342, 5.52313], [-0.65729, -1.90218, 7.68854], [-1.59184, -2.69597, 6.59786], [-1.76695, -0.94294, 6.67980], [-1.49969, -1.96018, 4.38121], [3.92026, -4.09701, 1.33675], [3.93559, -4.58726, 2.76801], [2.88297, -3.83184, 3.58052], [3.61319, -5.90882, 2.92605], [3.88446, -3.01471, 1.21248], [2.92614, -4.27908, 0.92847], [4.65120, -4.38229, 0.58016], [4.93104, -4.45523, 3.19198], [1.88963, -4.02941, 3.17762], [2.99690, -2.74874, 3.62547], [2.92799, -4.26602, 4.57930], [4.07589, -6.43852, 2.27266]], "forces_ev_per_angstrom": [[1.033, -0.483, -0.617], [0.048, -0.423, 0.283], [-1.125, -1.458, -0.695], [-0.480, 0.792, -0.274], [0.610, 0.660, -1.438], [-1.342, -1.158, 0.481], [-0.113, 1.000, 0.581], [0.025, -1.106, 0.104], [0.339, 0.323, -0.480], [0.099, 0.348, -0.986], [0.044, 1.104, -0.533], [-1.006, -0.023, -0.175], [0.194, -0.161, 0.830], [-0.532, -0.104, 0.234], [0.555, 0.728, -0.011], [0.181, -0.110, 0.138], [0.238, -0.580, 0.340], [0.321, -0.022, 0.211], [-0.225, 0.172, 0.335], [0.146, 0.017, 0.155], [-0.126, 0.461, 0.378], [0.173, 0.122, -0.084], [-0.041, -0.090, -0.012], [0.246, 0.103, 0.082], [0.233, -0.202, -0.228], [0.465, -0.475, 0.492], [0.318, 0.219, 0.266], [-0.036, -0.117, 0.442], [-0.330, 0.208, -0.152], [0.124, 0.292, 0.413], [0.480, 0.495, 0.153], [-1.550, -1.112, -0.391], [0.175, 0.977, -0.342], [0.989, 0.971, -0.078], [-0.045, 0.442, 0.025], [-0.158, -0.102, -0.210], [-0.006, -0.195, 0.579], [0.061, 0.068, 0.201], [-0.146, -0.385, 0.078], [0.095, -0.123, 0.029], [-0.282, -0.013, 0.306], [0.061, -0.726, -0.082], [0.221, -0.385, -0.357], [0.105, 0.611, -1.956], [-0.072, 0.817, -0.229], [-0.118, 0.521, 0.989], [0.053, -0.160, 0.447], [0.199, -0.440, -0.072], [0.031, 0.229, 0.118], [-0.149, -0.717, 0.045], [0.235, -0.039, -0.032], [0.111, -0.144, 0.463], [-0.427, -0.289, -0.140], [-0.115, -0.437, 0.638], [0.862, -0.208, 1.250], [1.078, -0.786, -0.749], [-0.821, 1.322, 1.132], [-0.047, -0.601, -0.037], [0.269, 0.967, -0.527], [-0.595, 0.093, -0.283], [-0.752, -0.639, -0.287], [-0.163, -0.050, -0.644], [-0.217, -0.005, 0.063], [0.520, -0.244, 0.077], [0.196, -0.024, -0.023], [-0.230, 0.287, -0.060], [-0.763, 1.485, -0.446], [1.752, -1.508, -0.975], [0.927, 0.634, -0.092], [-1.283, -0.237, 0.993], [-0.353, -0.235, -0.278], [-0.543, -0.413, 0.028], [0.218, 0.020, -0.409], [0.021, 0.214, 0.950], [0.129, 0.055, -0.159], [-0.367, 0.113, 0.345], [0.074, -0.156, 0.112], [0.166, 0.086, -0.038], [-0.705, 1.424, -0.807], [-1.098, 0.345, -0.647], [0.969, -0.863, 0.837], [-0.298, -0.538, 0.522], [-0.160, -0.217, 0.436], [0.108, 0.186, -0.447], [0.191, 0.154, 0.327], [-0.104, -0.643, -0.873], [0.942, 0.688, 0.159], [0.045, -0.311, 0.239], [-0.080, -0.208, 0.083], [0.063, -0.019, 0.215], [-0.680, -0.150, -0.135], [-0.249, 1.759, 1.685], [-0.078, -0.688, -1.471], [-0.021, -0.965, -0.292], [0.405, 0.369, -0.107], [0.118, -0.263, -0.178], [0.114, 0.287, -0.200], [-0.045, 0.555, -0.334], [-0.371, -0.068, 0.251], [0.248, 0.160, 0.076], [-0.386, -0.330, 0.128], [0.760, -0.718, 0.550], [-0.307, 0.378, 1.297], [0.967, 0.302, 0.157], [-1.025, 0.834, 0.048], [-0.508, -0.540, -1.971], [0.429, 0.048, 0.390], [0.296, -0.364, 0.346], [-0.064, 0.101, -0.307], [-0.112, 0.150, -0.297], [-0.303, -0.367, -0.250], [0.303, -0.566, 0.255], [0.196, -0.058, 0.287], [0.126, 0.067, 0.034], [0.360, 0.407, 0.039], [-0.694, 2.315, -1.245], [-0.149, 0.231, -0.203], [1.551, -1.627, 2.073], [-0.168, -0.346, -0.520], [0.038, -0.004, -0.213], [-0.181, -0.446, 0.286], [-0.656, -0.103, -0.631], [0.127, 0.203, -0.165], [-0.132, -0.071, 0.550], [0.021, -0.005, -0.181], [0.150, -0.678, 0.190], [2.083, -0.033, 0.614], [1.887, 1.225, -0.261], [-1.053, -1.304, 1.264], [-2.461, -0.477, -3.174], [-0.270, -0.146, -0.372], [-0.430, 0.252, 0.713], [-0.073, -0.122, 0.306], [0.897, 0.227, 1.642], [0.535, 0.630, -0.023], [-0.409, -0.062, -0.420], [0.130, 0.126, -0.118], [-0.571, -0.270, -0.359], [-1.113, 0.848, -1.163], [0.511, 2.170, -0.116], [0.202, -0.265, 0.251], [-0.664, -2.104, -0.233], [0.503, 0.376, 0.772], [-0.170, -0.731, -0.177], [0.270, -0.705, 0.464], [0.211, 0.504, 0.182], [-0.036, -0.129, -0.110], [0.333, -0.050, -0.023], [-0.194, 0.259, 0.166], [0.070, -0.094, -0.018]], "smiles": "CC1(C)CCCC(C)(C)N1O.CC(C)O.CC(C)O.CC(C)O.CC(C)O.CC(C)O.CC(C)O.CC(C)O.CC(C)O.CC(C)O.CC(C)O", "largest_force_ev_per_a": 4.0, "e_above_lowest_kcal_mol": 58.8, "homo_lumo_gap_ev": 8.68}



{"formula": "C6H6", "method": "ωB97M-V/def2-TZVPD", "elements": ["C", "C", "C", "C", "C", "C", "H", "H", "H", "H", "H", "H"], "positions_angstrom": [[2.00676, 0.69259, -0.07088], [1.24818, 1.69443, -0.03820], [2.08864, -0.72962, -0.22818], [0.88189, -0.93332, 0.24260], [0.31900, 0.52071, 0.50168], [-1.02039, 0.77321, -0.29454], [3.02566, -1.20264, -0.34821], [0.22910, -1.70123, 0.66057], [0.21524, 0.56672, 1.64473], [-1.58064, 1.68676, 0.04013], [-1.78848, -0.11746, -0.13041], [-0.78920, 0.88479, -1.29550]], "forces_ev_per_angstrom": [[0.485, 0.234, -1.130], [0.746, 1.266, 0.432], [1.236, 0.972, 0.575], [-2.647, 0.476, 1.209], [-2.065, -1.002, 0.854], [-1.839, -1.520, 3.396], [0.305, -1.075, -0.390], [0.757, -0.469, -0.596], [0.045, 0.241, -1.667], [0.929, -0.713, -0.137], [1.681, 1.559, -0.436], [0.366, 0.029, -2.109]], "largest_force_ev_per_a": 4.2, "e_above_lowest_kcal_mol": 142.1, "homo_lumo_gap_ev": 10.18}



{"formula": "C4H16O9Sr", "method": "ωB97M-V/def2-TZVPD", "elements": ["Sr", "C", "C", "O", "O", "H", "H", "H", "C", "C", "O", "O", "H", "H", "H", "O", "H", "H", "O", "H", "H", "O", "H", "H", "O", "H", "H", "O", "H", "H"], "positions_angstrom": [[-0.61275, 0.49810, 0.11851], [-0.30945, -1.46218, -3.67973], [-0.58082, -0.43988, -2.66179], [-1.65544, -0.36622, -2.03269], [0.31675, 0.41282, -2.43305], [-1.20319, -2.07778, -3.78168], [0.58681, -2.04385, -3.46417], [-0.18302, -0.99738, -4.65752], [3.31392, -1.45913, 2.13833], [2.03375, -0.88343, 1.47636], [1.06048, -0.59422, 2.18318], [1.99006, -0.74774, 0.23461], [4.19402, -0.81934, 2.07354], [3.57434, -2.42092, 1.69649], [3.10298, -1.75397, 3.16628], [-2.95580, 0.03271, 0.92078], [-3.52880, 0.78274, 0.76159], [-3.41610, -0.48503, 1.58131], [1.16076, 2.21824, 0.11553], [2.05719, 2.46742, 0.34037], [0.87434, 2.88753, -0.50594], [-1.02979, 1.59646, 2.44613], [-0.23538, 1.90554, 2.88160], [-1.73252, 1.78172, 3.06909], [-0.88110, -2.17985, 0.46136], [-1.15946, -2.75745, -0.24937], [0.00525, -2.47168, 0.67459], [-1.44315, 2.82287, -0.76385], [-1.24417, 3.10724, -1.65591], [-2.09971, 3.44667, -0.45394]], "forces_ev_per_angstrom": [[1.334, -1.601, -0.391], [-0.713, -1.024, -1.100], [1.145, 2.178, 0.720], [-1.685, -0.946, 0.473], [0.599, 0.252, 0.066], [0.208, -0.408, 0.075], [-0.117, 0.048, 0.092], [0.250, 0.196, 0.070], [-0.605, -0.649, 0.152], [0.977, -0.236, -0.840], [-1.320, 0.513, 1.593], [0.403, -0.135, -0.645], [-0.215, 0.133, -0.031], [0.047, 0.141, -0.574], [0.022, 0.581, 0.207], [-0.350, 0.178, 0.093], [-0.295, 0.175, -0.211], [0.084, -0.361, 0.160], [0.210, 0.646, 0.276], [0.318, -0.374, 0.081], [-0.128, 0.179, -0.225], [-0.266, 0.366, -0.039], [0.498, -0.139, 0.060], [-0.226, -0.086, 0.083], [-0.292, 0.129, 0.116], [-0.213, 0.022, -0.359], [0.514, 0.119, 0.249], [-0.085, 0.196, 0.187], [0.042, -0.266, -0.539], [-0.141, 0.174, 0.202]], "largest_force_ev_per_a": 2.6, "e_above_lowest_kcal_mol": 22.0, "homo_lumo_gap_ev": 7.44}



| no. | total energy (eV) |
| --- | --- |
| 1 | -66057.334 |
| 2 | -6313.037 |
| 3 | -23675.630 |